Entry from the Open Molecules 2025 dataset: an isolated molecule of C3H3N3O at a distorted geometry (the ωB97M-V functional and the def2-TZVPD basis).

ORCA input file:
```
! RIJCOSX wB97M-V def2-TZVPD def2/J DEFGRID3
* xyz 0 1
O 2.373 -0.334 -0.108
C 1.487 0.659 -0.078
C 0.158 0.347 0.156
C -1.096 1.087 -0.007
N -2.044 0.200 -0.123
N -1.398 -1.056 -0.097
N -0.135 -0.934 0.208
H 1.819 -1.115 0.168
H 1.971 1.603 0.032
H -1.022 2.148 0.323
*
```

Structure (SMILES) ... O/C=C1/C=NN=N1
Kohn-Sham gap ... 8.76 eV
Energy above the lowest of the compared OMol25 structures with the same formula, charge and spin ... 315.5 kJ/mol
Strongest force on any atom ... 4.04 eV Å⁻¹
E_LUMO ... -1.307 eV
Total energy ... -9674.185 eV

Partial atomic charges computed with the natural (NBO) method, in multiples of e: O -0.607; C 0.351; C -0.132; C 0.009; N -0.277; N -0.016; N -0.271; H 0.518; H 0.204; H 0.222



Entry from the Open Molecules 2025 dataset: a cluster of 2 separate species, C3H3N3O in total at a distorted geometry (the ωB97M-V functional and the def2-TZVPD basis).

ORCA input file:
```
! RIJCOSX wB97M-V def2-TZVPD def2/J DEFGRID3
* xyz 0 1
N 2.375 0.114 0.309
C 1.370 -0.592 0.121
N 0.163 1.883 -0.208
N -0.544 1.004 -0.145
O -2.367 0.356 1.131
C -1.792 0.263 0.094
C 0.170 -1.024 -0.017
H 2.925 0.302 -0.528
H -2.030 -0.299 -0.810
H -0.270 -2.006 0.055
*
```

Kohn-Sham gap (alpha / beta) ... 8.60 / 8.60 eV
Energy above the lowest of the compared OMol25 structures with the same formula, charge and spin ... 526.7 kJ/mol
Strongest force on any atom ... 1.69 eV Å⁻¹
E_LUMO (alpha / beta) ... -0.407 / -0.406 eV
Total energy ... -9671.995 eV

Partial atomic charges computed with the natural (NBO) method, in multiples of e: N -0.659; C 0.323; N 0.116; N -0.015; O -0.483; C 0.479; C -0.580; H 0.375; H 0.199; H 0.245



Entry from the Open Molecules 2025 dataset: a structure of composition C3H3N3O (the ωB97M-V functional and the def2-TZVPD basis).

ORCA input file:
```
! RIJCOSX wB97M-V def2-TZVPD def2/J DEFGRID3
* xyz 0 1
N -0.319 -0.583 1.312
C -1.493 -0.865 1.000
N 2.560 -0.343 0.487
N 2.935 0.478 -0.123
O 0.089 1.735 -0.170
C -0.577 0.946 -0.802
C -1.171 -0.320 -0.408
H 0.376 -1.208 1.741
H -0.924 1.178 -1.837
H -1.476 -1.016 -1.200
*
```

Kohn-Sham gap (alpha / beta) ... 7.59 / 7.66 eV
Energy above the lowest of the compared OMol25 structures with the same formula, charge and spin ... 446.8 kJ/mol
Strongest force on any atom ... 0.93 eV Å⁻¹
E_LUMO (alpha / beta) ... -1.158 / -1.069 eV
Total energy ... -9672.824 eV

Partial atomic charges computed with the natural (NBO) method, in multiples of e: N -0.471; C 0.191; N -0.034; N 0.036; O -0.529; C 0.328; C -0.311; H 0.428; H 0.129; H 0.233



Entry from the Open Molecules 2025 dataset: a cluster of 2 separate species, C3H3N3O in total at a distorted geometry (the ωB97M-V functional and the def2-TZVPD basis).

ORCA input file:
```
! RIJCOSX wB97M-V def2-TZVPD def2/J DEFGRID3
* xyz 0 1
N -0.514 -1.791 1.484
C -0.460 -0.650 1.079
C -0.350 0.625 0.730
C 0.926 1.113 0.193
O 1.922 0.434 0.049
H -0.766 -2.530 0.832
H -1.212 1.279 0.809
H 0.917 2.181 -0.102
N -0.492 -0.725 -2.255
N 0.028 0.066 -2.818
*
```

Structure (SMILES) ... N=C=CC=O.N#N
Kohn-Sham gap ... 10.16 eV
Energy above the lowest of the compared OMol25 structures with the same formula, charge and spin ... 76.6 kJ/mol
Strongest force on any atom ... 1.86 eV Å⁻¹
E_LUMO ... 0.485 eV
Total energy ... -9676.660 eV

Partial atomic charges computed with the natural (NBO) method, in multiples of e: N -0.596; C 0.539; C -0.580; C 0.402; O -0.544; H 0.402; H 0.257; H 0.120; N -0.011; N 0.012



Entry from the Open Molecules 2025 dataset: a cluster of 2 separate species, C3H3N3O in total at a distorted geometry (the ωB97M-V functional and the def2-TZVPD basis).

ORCA input file:
```
! RIJCOSX wB97M-V def2-TZVPD def2/J DEFGRID3
* xyz 0 1
N 2.050 -0.336 0.671
C 0.949 -0.524 0.198
C -0.263 -0.866 -0.206
C -1.427 -0.494 0.611
O -1.479 0.456 1.364
H 2.550 0.529 0.486
H -0.394 -1.417 -1.132
H -2.279 -1.191 0.510
N 0.638 2.060 -1.046
N -0.346 1.784 -1.456
*
```

Structure (SMILES) ... N=C=CC=O.N#N
Kohn-Sham gap ... 10.15 eV
Energy above the lowest of the compared OMol25 structures with the same formula, charge and spin ... 92.0 kJ/mol
Strongest force on any atom ... 1.96 eV Å⁻¹
E_LUMO ... 0.552 eV
Total energy ... -9676.501 eV

Partial atomic charges computed with the natural (NBO) method, in multiples of e: N -0.601; C 0.520; C -0.580; C 0.412; O -0.536; H 0.403; H 0.260; H 0.119; N -0.019; N 0.022



Entry from the Open Molecules 2025 dataset: a cluster of 2 separate species, C3H3N3O in total at a distorted geometry (the ωB97M-V functional and the def2-TZVPD basis).

ORCA input file:
```
! RIJCOSX wB97M-V def2-TZVPD def2/J DEFGRID3
* xyz 0 1
N 2.300 -0.400 0.518
C 1.178 -0.701 0.175
C -0.057 -1.105 -0.097
C -1.186 -0.474 0.594
O -1.088 0.432 1.396
H 2.768 0.381 0.064
H -0.218 -1.880 -0.838
H -2.177 -0.883 0.314
N -0.134 2.315 -0.913
N -1.207 2.373 -1.154
*
```

Structure (SMILES) ... N=C=CC=O.N#N
Kohn-Sham gap ... 10.16 eV
Energy above the lowest of the compared OMol25 structures with the same formula, charge and spin ... 75.6 kJ/mol
Strongest force on any atom ... 1.85 eV Å⁻¹
E_LUMO ... 0.486 eV
Total energy ... -9676.670 eV

Partial atomic charges computed with the natural (NBO) method, in multiples of e: N -0.595; C 0.538; C -0.580; C 0.403; O -0.548; H 0.403; H 0.257; H 0.120; N -0.007; N 0.009



Entry from the Open Molecules 2025 dataset: an isolated molecule of C3H3N3O at a distorted geometry (the ωB97M-V functional and the def2-TZVPD basis).

ORCA input file:
```
! RIJCOSX wB97M-V def2-TZVPD def2/J DEFGRID3
* xyz 0 1
O 2.266 -1.124 0.197
C 1.149 -0.676 0.145
N -0.016 -1.445 -0.040
C -1.127 -0.832 -0.282
C -1.232 0.645 -0.448
N -0.118 1.319 -0.179
N 0.934 0.689 0.291
H -2.004 -1.479 -0.393
H -1.470 1.561 0.234
H 1.723 1.294 0.454
*
```

Structure (SMILES) ... O=c1nccn[nH]1
Kohn-Sham gap ... 8.96 eV
Energy above the lowest of the compared OMol25 structures with the same formula, charge and spin ... 371.1 kJ/mol
Strongest force on any atom ... 3.58 eV Å⁻¹
E_LUMO ... -0.605 eV
Total energy ... -9673.608 eV

Partial atomic charges computed with the natural (NBO) method, in multiples of e: O -0.554; C 0.718; N -0.435; C 0.104; C -0.211; N -0.180; N -0.402; H 0.204; H 0.346; H 0.410



Entry from the Open Molecules 2025 dataset: a cluster of 2 separate species, C3H3N3O in total at a distorted geometry (the ωB97M-V functional and the def2-TZVPD basis).

ORCA input file:
```
! RIJCOSX wB97M-V def2-TZVPD def2/J DEFGRID3
* xyz 0 1
N -1.224 1.435 -0.753
C -0.295 0.695 -0.505
C 0.843 0.024 -0.496
C 1.597 -0.700 0.531
O 1.249 -0.934 1.667
H -1.980 1.021 -1.290
H 1.292 0.179 -1.470
H 2.600 -1.009 0.168
N -2.510 -0.141 0.825
N -1.622 -0.568 1.317
*
```

Structure (SMILES) ... N=C=CC=O.N#N
Kohn-Sham gap ... 10.06 eV
Energy above the lowest of the compared OMol25 structures with the same formula, charge and spin ... 148.4 kJ/mol
Strongest force on any atom ... 2.07 eV Å⁻¹
E_LUMO ... 0.304 eV
Total energy ... -9675.916 eV

Partial atomic charges computed with the natural (NBO) method, in multiples of e: N -0.610; C 0.516; C -0.575; C 0.408; O -0.522; H 0.398; H 0.259; H 0.117; N -0.017; N 0.025



Entry from the Open Molecules 2025 dataset: an isolated molecule of C3H3N3O2 at a distorted geometry (the ωB97M-V functional and the def2-TZVPD basis).

ORCA input file:
```
! RIJCOSX wB97M-V def2-TZVPD def2/J DEFGRID3
* xyz 0 1
H -1.177 0.384 2.184
N -1.893 0.262 1.411
C -1.037 0.324 0.433
N -1.176 0.603 -0.866
C -0.198 0.217 -1.640
O 0.855 -0.683 -1.672
N 1.450 -1.163 -0.401
C 1.176 -0.345 0.660
O 0.278 0.482 1.065
H -0.182 0.626 -2.632
H 1.905 -0.707 1.456
*
```

Structure (SMILES) ... [H]/N=C1/N=CON=CO1
Kohn-Sham gap ... 9.93 eV
Energy above the lowest of the compared OMol25 structures with the same formula, charge and spin ... 557.3 kJ/mol
Strongest force on any atom ... 6.83 eV Å⁻¹
E_LUMO ... -0.367 eV
Total energy ... -11720.181 eV

Partial atomic charges computed with the natural (NBO) method, in multiples of e: H 0.357; N -0.584; C 0.597; N -0.516; C 0.471; O -0.360; N -0.198; C 0.366; O -0.505; H 0.181; H 0.192



Entry from the Open Molecules 2025 dataset: an isolated molecule of C3H3N3O2 at a distorted geometry (the ωB97M-V functional and the def2-TZVPD basis).

ORCA input file:
```
! RIJCOSX wB97M-V def2-TZVPD def2/J DEFGRID3
* xyz 0 1
O -1.184 0.879 -1.963
N -0.155 1.665 -1.634
C 0.522 1.365 -0.559
C 0.320 0.207 0.240
N -0.602 -0.687 0.163
C -0.220 -1.643 1.096
N 0.840 -1.309 1.742
O 1.256 -0.116 1.170
H -1.325 0.190 -1.227
H 1.352 1.992 -0.365
H -0.803 -2.543 1.336
*
```

Structure (SMILES) ... O/N=C\c1ncno1
Kohn-Sham gap ... 9.80 eV
Energy above the lowest of the compared OMol25 structures with the same formula, charge and spin ... 406.6 kJ/mol
Strongest force on any atom ... 2.13 eV Å⁻¹
E_LUMO ... -0.340 eV
Total energy ... -11721.743 eV

Partial atomic charges computed with the natural (NBO) method, in multiples of e: O -0.506; N 0.022; C -0.141; C 0.459; N -0.538; C 0.150; N -0.113; O -0.270; H 0.485; H 0.226; H 0.228